37
Properties=species:S:1:pos:R:3:forces:R:3:nbo_charge:R:1 method="wB97M-V/def2-TZVPD" gap_ha=0.35080 lumo_ev=-0.49 smiles="CC(C)C[C@@H]1OC(=O)O[C@]1(C[C@@H](C)I)C(=O)NC(=O)F" e_homo_ev=-10.034
C -2.255 1.168 2.820 -0.3 -1.5 0.2 -0.618
C -2.172 -0.244 1.991 -1.4 0.9 1.1 -0.211
C -1.751 -1.343 3.046 0.1 0.1 1.0 -0.627
C -1.369 -0.016 0.656 -0.2 1.2 -0.8 -0.438
C -0.002 -0.745 0.332 -0.5 -2.3 -2.6 0.082
O 0.736 -1.494 1.358 1.4 0.2 0.3 -0.520
C 2.140 -1.502 1.159 0.0 0.8 -0.1 1.001
O 3.030 -2.178 1.706 -4.2 2.9 -2.3 -0.546
O 2.332 -0.460 0.199 0.8 -1.3 1.1 -0.526
C 1.146 -0.061 -0.594 1.2 -2.1 1.5 0.172
C 1.492 -0.886 -1.960 -0.3 1.4 -0.3 -0.452
C 0.633 -0.446 -3.230 1.7 -0.9 -1.0 -0.306
C 1.339 -1.165 -4.518 0.1 0.1 1.0 -0.641
I -1.423 -1.240 -3.181 0.7 0.5 0.1 0.053
C 1.393 1.492 -0.703 5.0 1.8 -2.1 0.673
O 2.550 1.826 -1.118 -4.9 -1.7 1.8 -0.460
N 0.514 2.645 -0.455 -1.1 0.6 1.8 -0.714
C 0.568 3.106 0.927 1.5 -3.5 3.5 0.969
O 1.064 2.323 1.784 -1.9 4.0 -3.4 -0.551
F 0.046 4.354 1.378 1.0 -3.0 -2.3 -0.316
H -3.058 0.992 3.637 1.4 0.6 -1.3 0.214
H -1.242 1.331 3.327 -1.4 0.1 -0.8 0.223
H -2.586 2.024 2.144 0.6 -1.1 1.0 0.204
H -3.279 -0.449 1.706 1.9 0.2 0.3 0.204
H -1.655 -2.418 2.670 0.0 1.6 0.3 0.225
H -2.563 -1.354 3.872 1.2 0.0 -1.4 0.213
H -0.780 -1.022 3.591 -1.4 -0.7 -1.1 0.222
H -1.245 1.131 0.543 0.0 -1.9 0.4 0.192
H -2.072 -0.280 -0.231 1.4 0.2 1.4 0.241
H -0.345 -1.614 -0.366 0.5 1.4 1.2 0.198
H 2.595 -0.624 -2.187 -1.8 -0.3 0.4 0.267
H 1.463 -2.024 -1.767 -0.3 1.9 -0.2 0.245
H 0.592 0.687 -3.387 -0.1 -1.7 0.4 0.229
H 1.447 -2.282 -4.242 -0.4 1.7 -0.7 0.219
H 0.735 -1.002 -5.481 1.0 -0.3 1.5 0.235
H 2.423 -0.776 -4.609 -1.8 -0.4 0.0 0.224
H -0.442 2.543 -0.821 0.5 0.3 0.2 0.418